Entry 1:
170
Properties=species:S:1:pos:R:3 method="wB97M-V/def2-TZVPD" smiles="CCOC(=O)C(F)(F)F.CCOC(=O)C(F)(F)F.CCOC(=O)C(F)(F)F.COCCOC.COCCOC.COCCOC.COCCOC.COCCOC.COCCOC.COCCOC.COCCOC" e_above_lowest_ev=0.0000
C -3.0189 -0.0544 -3.4882
C -4.4140 -0.0451 -4.1065
O -4.2989 -0.7217 -5.3462
C -5.3331 -1.2872 -5.9288
O -6.4123 -1.3998 -5.4298
C -5.1161 -1.7480 -7.3911
F -3.8379 -1.6800 -7.7345
F -5.5739 -2.9840 -7.5152
F -5.8070 -0.9666 -8.2184
H -2.3663 0.4575 -4.2001
H -2.6700 -1.0672 -3.3193
H -3.0252 0.6279 -2.6372
H -4.8140 0.9600 -4.2667
H -5.1573 -0.5270 -3.4639
C -8.9837 2.0427 0.2876
C -7.7911 1.9179 -0.6245
O -6.5643 1.7299 0.1282
C -6.3861 0.6086 0.7772
O -7.0257 -0.3995 0.6460
C -5.0700 0.5873 1.5906
F -4.6646 1.8161 1.9165
F -5.2635 -0.0730 2.7232
F -4.1161 0.0125 0.8764
H -9.8826 2.2523 -0.2920
H -8.8648 2.9735 0.8565
H -9.0906 1.2313 0.9991
H -7.6026 2.7206 -1.3267
H -7.9400 0.9838 -1.1745
C 3.6117 -2.4253 -0.1937
C 2.3725 -1.8919 0.5121
O 1.6400 -0.9670 -0.3350
C 0.5570 -0.4664 0.2265
O 0.2666 -0.5895 1.3802
C -0.2666 0.4406 -0.6646
F 0.3332 1.6366 -0.6505
F -0.3007 0.0265 -1.9271
F -1.5027 0.5386 -0.2203
H 4.1153 -3.0593 0.5335
H 4.2272 -1.5525 -0.4115
H 3.3036 -2.9905 -1.0652
H 2.6455 -1.3825 1.4310
H 1.7040 -2.7374 0.6819
C -0.3307 -3.4304 -2.7770
O 0.5908 -2.9347 -3.7119
C 1.7807 -3.6667 -3.8125
C 2.9290 -2.8586 -4.4653
O 3.4772 -1.9745 -3.4882
C 2.7255 -0.8168 -3.1681
H -1.2363 -2.8276 -2.8002
H 0.0767 -3.3416 -1.7597
H -0.5460 -4.4756 -3.0292
H 1.6306 -4.5715 -4.4268
H 2.0429 -4.0917 -2.8376
H 2.6519 -2.2705 -5.3451
H 3.7694 -3.5106 -4.6991
H 2.6430 -0.1916 -4.0665
H 3.2770 -0.3346 -2.3683
H 1.7106 -1.0151 -2.8361
C 5.5445 -1.8188 5.9287
O 5.0459 -0.8540 5.0418
C 5.9326 -0.5271 3.9985
C 5.2896 0.4806 3.0420
O 4.0378 0.0415 2.5527
C 2.9983 0.4561 3.3908
H 5.7612 -2.7816 5.4529
H 4.8002 -1.9615 6.7091
H 6.4786 -1.4931 6.4050
H 6.2513 -1.4135 3.4331
H 6.8689 -0.1333 4.4152
H 6.0360 0.6489 2.2669
H 5.1630 1.4174 3.5906
H 2.7007 1.5056 3.2173
H 3.1277 0.4069 4.4724
H 2.0216 0.0061 3.1867
C -0.9053 -8.1696 1.5164
O -1.4381 -7.0879 2.2447
C -0.9522 -5.7857 1.7950
C -1.6635 -4.8676 2.7713
O -1.3502 -3.5382 2.3874
C -2.2157 -2.6116 2.9966
H 0.1331 -8.3734 1.7874
H -1.0132 -8.0283 0.4366
H -1.4813 -9.0775 1.6993
H -1.1117 -5.5720 0.7372
H 0.1041 -5.9511 2.0284
H -1.2390 -5.0817 3.7600
H -2.7064 -5.1763 2.8845
H -2.4332 -2.8218 4.0483
H -3.1511 -2.4752 2.4403
H -1.7529 -1.6206 2.9698
C 4.2500 -5.8313 6.3802
O 3.7494 -5.0254 5.3404
C 3.9855 -5.6067 4.0726
C 3.7481 -4.6503 2.9099
O 2.3770 -4.3938 2.6811
C 1.8669 -3.4450 3.6229
H 4.1607 -6.8801 6.0815
H 3.6801 -5.7434 7.3068
H 5.2818 -5.6242 6.6810
H 3.3527 -6.4861 3.8991
H 5.0150 -5.9867 4.0629
H 4.0534 -5.1060 1.9640
H 4.3465 -3.7370 3.0218
H 0.8896 -3.0480 3.3551
H 2.5641 -2.6054 3.7137
H 1.7773 -3.9079 4.6070
C 0.8517 4.4405 1.7829
O -0.1373 3.4310 1.7325
C -0.2659 2.6609 2.9092
C -1.7173 2.1804 2.9948
O -1.8256 1.4897 4.2278
C -2.6502 2.0950 5.1887
H 0.7486 4.9623 0.8344
H 1.8751 4.0886 1.9472
H 0.6756 5.1230 2.6230
H -0.0727 3.2765 3.7978
H 0.4327 1.8243 2.9757
H -1.9227 1.4457 2.2106
H -2.5060 2.9267 2.8762
H -2.2293 3.0924 5.3747
H -2.6527 1.5657 6.1406
H -3.7117 2.2216 4.9483
C -2.8074 7.4576 -0.7439
O -3.1295 6.1422 -1.1437
C -2.1355 5.2030 -0.8171
C -2.5709 3.7409 -0.9530
O -3.0048 3.4106 -2.2484
C -4.2947 3.8047 -2.6084
H -1.8796 7.7945 -1.2127
H -2.7914 7.4990 0.3505
H -3.6401 8.0840 -1.0626
H -1.7814 5.3037 0.2184
H -1.2750 5.3808 -1.4758
H -3.3039 3.4888 -0.1794
H -1.6619 3.2096 -0.6698
H -5.0736 3.4392 -1.9222
H -4.5750 3.4363 -3.5939
H -4.4502 4.8870 -2.5923
C -1.8318 1.2423 -8.1255
O -2.1295 2.2792 -7.1909
C -1.0348 3.0003 -6.6410
C 0.1708 2.2350 -6.1144
O 0.9115 3.0289 -5.2100
C 0.4036 2.9590 -3.8883
H -2.7209 0.8322 -8.5954
H -1.4018 0.4158 -7.5515
H -1.1033 1.5570 -8.8746
H -1.6141 3.5211 -5.8723
H -0.7075 3.7677 -7.3542
H 0.8455 1.9430 -6.9199
H -0.0786 1.2960 -5.6045
H 0.8178 2.0855 -3.3792
H -0.6822 2.8398 -3.9505
H 0.5872 3.8451 -3.2848
C 5.3032 5.0438 3.0649
O 5.6454 3.9031 2.2822
C 4.7567 3.6436 1.2269
C 5.4187 2.7266 0.1711
O 4.6655 2.6479 -0.9959
C 3.3970 2.0373 -0.8425
H 4.3318 4.8738 3.5400
H 5.3613 5.8891 2.3730
H 6.0700 5.1046 3.8348
H 4.4374 4.5751 0.7448
H 3.9103 3.0717 1.6294
H 5.5026 1.7426 0.6492
H 6.4292 3.0814 -0.0289
H 2.6991 2.6864 -0.2948
H 3.4288 1.1234 -0.2467
H 2.9058 1.9947 -1.8104

***

Entry 2:
151
Properties=species:S:1:pos:R:3 method="wB97M-V/def2-TZVPD" total_charge=+3
C -6.8978 -3.1058 -2.1270
C -5.4606 -2.6024 -2.2247
C -5.4383 -1.0605 -2.6499
C -3.9263 -0.4807 -2.7006
N -3.8784 1.0338 -3.1221
C -2.4723 1.6234 -3.1592
C -2.0593 1.7104 -4.6191
C -3.0032 0.7830 -5.4274
C -4.3062 1.0514 -4.6521
C -4.7941 2.0537 -2.3521
C -4.6701 2.0702 -0.8660
C -5.3725 3.2083 -0.0255
H -6.9863 -4.1916 -2.0911
H -7.4424 -2.9430 -3.0571
H -7.6028 -2.7015 -1.4007
H -4.9527 -3.2655 -2.9251
H -5.0179 -2.7067 -1.2341
H -6.0954 -0.4359 -2.0446
H -5.7838 -1.0633 -3.6837
H -3.2075 -1.0029 -3.3321
H -3.4524 -0.4242 -1.7206
H -2.2326 2.6334 -2.8267
H -1.9169 0.9496 -2.5069
H -2.1006 2.7474 -4.9523
H -1.0317 1.3497 -4.6648
H -3.0463 1.0053 -6.4937
H -2.7390 -0.2611 -5.2597
H -4.7004 2.0339 -4.9116
H -5.0090 0.2962 -5.0039
H -5.8057 1.7261 -2.5916
H -4.7952 3.0402 -2.8156
H -3.5953 2.1014 -0.6870
H -4.9556 1.1496 -0.3571
H -6.3344 3.0066 0.4460
H -5.4149 4.1388 -0.5916
H -4.7119 3.3363 0.8321
C 1.0269 5.3146 -0.4904
C -0.4765 4.8528 -0.6485
C -1.0932 3.9054 0.4311
C -0.9875 4.6109 1.7988
N -0.8290 3.7145 3.0545
C -0.7500 4.5788 4.3595
C 0.7386 4.9820 4.5034
C 1.3684 3.6375 4.0821
C 0.5840 2.9786 3.0337
C -1.9520 2.5798 3.1458
C -3.2969 3.1227 3.6387
C -4.3254 2.0070 3.6188
H 1.0839 6.2341 0.0921
H 1.4687 5.6183 -1.4395
H 1.5904 4.5625 0.0619
H -0.5907 4.3526 -1.6102
H -1.1184 5.7310 -0.7179
H -0.5622 2.9571 0.5137
H -2.1129 3.5943 0.2043
H -1.6964 5.4078 2.0237
H 0.0292 4.9991 1.8602
H -1.1018 4.0512 5.2462
H -1.3899 5.4612 4.3534
H 0.9859 5.5264 5.4148
H 0.8167 5.7565 3.7405
H 1.4214 3.0471 4.9968
H 2.3561 3.7928 3.6480
H 0.5381 1.8924 2.9560
H 1.1708 3.2256 2.1489
H -1.4953 1.9277 3.8904
H -1.8402 2.0370 2.2073
H -3.6548 3.8434 2.9035
H -3.3802 3.6214 4.6043
H -4.3074 1.3556 4.4926
H -4.3066 1.2482 2.8366
H -5.2901 2.5112 3.6758
C 0.5357 -9.3929 -2.0366
C 1.7004 -8.5466 -2.5081
C 1.5921 -7.0902 -1.8728
C 0.4650 -6.3829 -2.6264
N 0.3068 -4.8860 -2.2808
C 1.3453 -3.8816 -2.7879
C 0.7428 -2.6921 -3.3854
C -0.7129 -2.9199 -3.3760
C -0.9427 -4.4248 -2.9693
C 0.1543 -4.7769 -0.6626
C -0.9966 -5.6387 -0.1143
C -1.6963 -4.8494 1.0952
H -0.3368 -9.2179 -2.6661
H 0.1481 -9.1487 -1.0475
H 0.8234 -10.4441 -2.0197
H 1.6734 -8.4945 -3.5965
H 2.6263 -9.0109 -2.1685
H 2.4849 -6.5422 -2.1739
H 1.4437 -7.1784 -0.7966
H -0.5084 -6.8631 -2.5260
H 0.5793 -6.4082 -3.7101
H 1.9263 -3.5045 -1.9463
H 1.9334 -4.4011 -3.5445
H 1.0956 -1.8741 -2.7573
H 1.1254 -2.5243 -4.3921
H -1.0995 -2.2419 -2.6151
H -1.1192 -2.5151 -4.3030
H -1.8149 -4.6570 -2.3582
H -1.0231 -4.8372 -3.9751
H -0.1772 -3.7399 -0.7152
H 1.1512 -4.8393 -0.2263
H -0.5143 -6.4822 0.3798
H -1.6879 -6.1085 -0.8139
H -2.3009 -4.0988 0.5862
H -0.9379 -4.4090 1.7426
H -2.3465 -5.5099 1.6689
C 4.3982 5.1515 1.1391
C 4.9433 4.5014 2.4351
C 5.5577 3.1355 2.5674
C 4.7175 1.9639 2.2817
N 5.3830 0.7007 1.7810
C 6.0546 0.8892 0.4120
C 5.2564 0.0335 -0.5576
C 3.9694 -0.5655 0.1093
C 4.2114 -0.3940 1.6090
C 6.3594 0.3225 2.9784
C 5.7346 -0.1624 4.3217
C 6.5124 -0.6099 5.5326
H 5.2100 5.4537 0.4774
H 3.8376 6.0667 1.3297
H 3.8026 4.4766 0.5245
H 4.1745 4.5474 3.2064
H 5.6972 5.2608 2.6429
H 6.1415 2.9749 3.4737
H 6.4138 3.1126 1.8932
H 4.1106 2.2794 1.4331
H 3.9178 1.7479 2.9902
H 7.0678 0.5059 0.5331
H 6.1367 1.9265 0.0872
H 5.9131 -0.7683 -0.8952
H 5.1385 0.4848 -1.5427
H 4.0199 -1.6296 -0.1214
H 3.0650 -0.0579 -0.2260
H 4.6008 -1.3915 1.8124
H 3.3100 -0.1793 2.1830
H 7.1008 1.1192 2.9174
H 6.8942 -0.5600 2.6272
H 5.1063 -0.9890 3.9901
H 5.0759 0.6612 4.5972
H 7.2196 -1.4041 5.2933
H 5.7260 -0.8356 6.2529
H 7.1473 0.1797 5.9344
P -0.4620 -0.4871 0.0635
F 0.5351 0.8300 0.5000
F 0.0070 -0.1513 -1.4839
F 0.9047 -1.4689 0.1063
F -1.4523 -1.7075 -0.1529
F -0.7172 -0.7600 1.6785
F -1.7912 0.4862 -0.0677

***

Entry 3:
160
Properties=species:S:1:pos:R:3 method="wB97M-V/def2-TZVPD" smiles="O=C1C=CC(=O)C=C1.O=C1C=CC(=O)C=C1.COC[C@H](C)N.COC[C@H](C)N.COC[C@H](C)N.COC[C@H](C)N.COC[C@H](C)N.COC[C@H](C)N.COC[C@H](C)N.COC[C@H](C)N"
O 2.6287 7.4376 3.4951
C 2.2205 6.7281 2.5836
C 0.7554 6.7709 2.2396
C 0.2777 5.8462 1.4396
C 1.1532 4.6956 0.9825
O 0.6155 3.7628 0.4358
C 2.6285 4.7755 1.1856
C 3.1115 5.8009 1.8770
H 0.1463 7.5361 2.6580
H -0.6991 5.8141 1.0563
H 3.2485 3.9523 0.8460
H 4.1895 5.9049 2.1264
O -2.0922 5.2713 7.5317
C -1.7610 4.6194 6.6093
C -0.5447 3.7352 6.6578
C -0.1169 2.9913 5.6160
C -0.9964 2.8828 4.4766
O -0.8461 2.0855 3.5960
C -2.0869 3.8563 4.3136
C -2.4628 4.6665 5.3292
H -0.0198 3.8842 7.5772
H 0.7335 2.3607 5.5644
H -2.5865 3.9165 3.3977
H -3.4059 5.1956 5.2841
C -1.9532 1.9804 -4.4810
O -1.7398 1.8365 -5.8967
C -2.9472 1.2854 -6.4218
C -3.0831 -0.1722 -6.0883
C -1.8845 -1.0060 -6.5774
N -4.5282 -0.5407 -6.5598
H -1.4095 1.1742 -4.0063
H -3.0101 1.9238 -4.1096
H -1.5984 3.0073 -4.2589
H -3.8226 1.8522 -6.1000
H -2.8032 1.3665 -7.5256
H -3.0510 -0.2481 -4.9961
H -2.0410 -2.0590 -6.6387
H -1.0140 -0.7520 -5.9762
H -1.6230 -0.7286 -7.6208
H -4.6779 -1.5373 -6.3946
H -4.4586 -0.4735 -7.5796
C -4.2928 0.3864 -1.3852
O -3.7638 1.6884 -1.0758
C -4.8273 2.6195 -0.7562
C -4.1009 3.8801 -0.2065
C -3.0728 4.3177 -1.2337
N -3.3798 3.8367 1.1002
H -3.5909 -0.3672 -1.6841
H -5.0157 0.4271 -2.2622
H -4.8886 0.0021 -0.5612
H -5.3495 2.9791 -1.6581
H -5.5110 2.0895 -0.0572
H -4.8670 4.5927 -0.0316
H -2.5754 5.2702 -0.9244
H -3.5079 4.3804 -2.2330
H -2.3170 3.5905 -1.4058
H -3.9144 3.4989 1.8920
H -2.6443 3.1705 1.0467
C -3.0335 -3.1183 -3.1763
O -2.1483 -3.9354 -3.9375
C -0.8711 -4.0201 -3.4076
C -0.6172 -5.1955 -2.5041
C 0.7739 -5.0179 -1.8828
N -0.8388 -6.4443 -3.1674
H -4.0144 -2.9313 -3.6427
H -2.6187 -2.0967 -3.0574
H -3.1682 -3.4886 -2.1883
H -0.1746 -4.0759 -4.2045
H -0.5610 -3.0825 -2.9474
H -1.2757 -5.1477 -1.6606
H 1.1491 -5.8786 -1.3360
H 0.7504 -4.1624 -1.2562
H 1.6285 -4.7628 -2.5754
H -1.6237 -6.3356 -3.7287
H 0.0419 -6.5971 -3.6844
C 1.3362 0.9494 -3.5995
O 1.0476 -0.4047 -3.6673
C 2.1390 -1.3168 -3.6449
C 2.7001 -1.6287 -5.0675
C 1.6608 -2.1221 -6.0156
N 3.8255 -2.5896 -4.8264
H 1.4468 1.5606 -4.5142
H 2.3487 1.1263 -3.1021
H 0.5564 1.3446 -2.9985
H 2.8966 -0.8919 -2.9652
H 1.6927 -2.2141 -3.1439
H 3.0318 -0.5994 -5.3748
H 1.0430 -1.2382 -6.1035
H 1.2340 -3.0230 -5.6500
H 2.0404 -2.3203 -7.0508
H 4.4873 -2.7679 -5.5841
H 4.4605 -2.1539 -4.1606
C -2.8399 -0.8020 3.0836
O -4.0724 -0.2089 3.5060
C -4.9998 0.2941 2.5555
C -5.8556 1.3214 3.3225
C -7.0551 1.7007 2.4943
N -5.0617 2.4522 3.8051
H -2.0330 -0.2282 2.7279
H -3.0304 -1.6865 2.4703
H -2.3753 -1.1638 4.0356
H -4.4745 0.7370 1.7190
H -5.6142 -0.5580 2.2652
H -6.2136 0.7057 4.1390
H -6.9443 2.3903 1.5731
H -7.8647 2.1180 3.1285
H -7.3546 0.7619 2.0665
H -4.3510 2.1014 4.3739
H -5.6688 2.9663 4.4155
C 4.5097 -5.2577 2.8299
O 4.4006 -5.3199 4.1888
C 3.3551 -6.1466 4.6532
C 3.4810 -6.4619 6.1345
C 4.5662 -7.5705 6.4053
N 2.2102 -7.0449 6.6000
H 3.5468 -4.9069 2.4586
H 4.7514 -6.2190 2.3741
H 5.2847 -4.5211 2.6454
H 2.3929 -5.6883 4.3292
H 3.4043 -7.1218 4.1691
H 3.7944 -5.5897 6.7273
H 4.1801 -8.5080 6.1025
H 4.7996 -7.5619 7.4737
H 5.4100 -7.3138 5.7627
H 2.2396 -7.6108 7.4487
H 1.4470 -6.4255 6.6754
C 2.0499 0.6465 2.6221
O 2.0589 -0.1153 1.4466
C 1.3979 0.4492 0.3213
C -0.0833 0.3276 0.3813
C -0.5152 -1.0726 0.1389
N -0.6412 1.1513 -0.6335
H 2.6591 0.1956 3.3736
H 1.0526 0.8601 3.0594
H 2.5251 1.6148 2.4878
H 1.7076 1.4963 0.2022
H 1.8469 -0.1361 -0.4793
H -0.3645 0.6746 1.3901
H -0.0358 -1.6679 0.9310
H -0.1299 -1.4102 -0.8154
H -1.6214 -1.1512 0.1997
H -0.6842 2.0814 -0.2848
H -1.6345 0.9409 -0.7577
C 6.4951 3.2129 1.0413
O 6.3857 2.6345 -0.2550
C 5.2966 1.7272 -0.3900
C 5.7274 0.1901 -0.0854
C 6.8228 -0.2347 -1.0261
N 4.4986 -0.5804 -0.3705
H 7.3085 2.7109 1.7094
H 5.5165 3.2149 1.5647
H 6.8564 4.2706 0.9132
H 4.4747 2.1420 0.2326
H 4.9967 1.7999 -1.3857
H 5.9734 0.0632 0.9751
H 6.5483 0.0560 -2.0666
H 7.0993 -1.3241 -1.0402
H 7.7754 0.2278 -0.6730
H 3.7698 -0.3135 0.2679
H 4.7295 -1.4975 -0.0403

***

Number 1: E_tot -116660.6387 eV, HOMO-LUMO gap 9.75 eV. Number 2: E_tot -78718.5715 eV, HOMO-LUMO gap 11.53 eV. Number 3: E_tot -83666.1023 eV, HOMO-LUMO gap 7.23 eV.